Entry 1:
The following is a DFT calculation (the ωB97M-V functional and the def2-TZVPD basis) of a 2-piece molecular cluster, C27H36F3N2O5 overall.

Last column: Mulliken charge in e.
Element x y z (Å)
C (4.74, -3.10, 1.10)  -1.160
C (3.23, -3.21, 0.84)  0.845
C (2.91, -4.04, -0.42)  -0.866
O (3.02, -3.27, -1.62)  -0.286
C (1.81, -2.80, -2.11)  -1.190
C (1.31, -1.51, -1.49)  -0.122
N (0.00, -1.46, -1.19)  0.222
C (-0.65, -0.41, -0.66)  0.548
C (-2.13, -0.63, -0.46)  -1.649
C (-2.59, -0.80, 1.01)  -0.234
C (-3.74, 0.14, 1.25)  0.215
F (-4.56, 0.39, 0.18)  -0.181
C (-4.01, 0.83, 2.37)  0.243
F (-4.20, 2.13, 2.43)  -0.193
F (-4.13, 0.29, 3.57)  -0.219
C (0.07, 0.74, -0.37)  0.820
C (-0.73, 1.91, 0.20)  -1.980
O (-1.06, 1.72, 1.58)  -0.264
C (0.00, 1.81, 2.49)  0.760
C (0.48, 0.48, 3.00)  -0.848
O (0.42, 2.85, 2.86)  -0.506
C (1.46, 0.76, -0.65)  1.264
C (2.25, 2.02, -0.33)  0.218
O (1.82, 2.88, 0.39)  -0.584
O (3.44, 2.10, -0.91)  -0.348
C (4.37, 3.00, -0.26)  -1.040
C (4.73, 2.61, 1.18)  0.839
C (4.72, 1.11, 1.43)  -1.237
C (6.16, 3.14, 1.43)  -1.648
C (2.08, -0.38, -1.22)  0.228
N (3.45, -0.48, -1.59)  -0.376
H (5.03, -2.06, 1.18)  0.114
H (5.31, -3.53, 0.27)  0.341
H (5.05, -3.64, 2.00)  0.368
H (2.69, -3.68, 1.66)  0.511
H (2.82, -2.20, 0.72)  -0.659
H (1.96, -4.56, -0.34)  0.284
H (3.68, -4.80, -0.50)  0.516
H (1.94, -2.62, -3.18)  0.290
H (1.03, -3.57, -2.02)  0.472
H (-0.54, -2.30, -1.38)  0.341
H (-2.66, 0.17, -0.97)  0.577
H (-2.38, -1.55, -0.98)  0.469
H (-2.92, -1.82, 1.19)  0.531
H (-1.79, -0.54, 1.70)  -0.103
H (-1.69, 1.92, -0.32)  0.547
H (-0.28, 2.87, 0.04)  0.663
H (0.50, -0.28, 2.22)  0.139
H (-0.26, 0.14, 3.74)  0.361
H (1.42, 0.59, 3.52)  0.330
H (5.27, 2.96, -0.87)  0.568
H (4.02, 4.03, -0.30)  0.297
H (4.07, 3.14, 1.86)  0.237
H (3.69, 0.72, 1.41)  0.120
H (5.33, 0.56, 0.72)  0.388
H (5.05, 0.92, 2.45)  0.550
H (6.88, 2.42, 1.04)  0.383
H (6.35, 3.29, 2.49)  0.417
H (6.33, 4.07, 0.88)  0.414
H (4.03, -0.31, -0.78)  -0.140
H (3.67, 0.26, -2.24)  0.366
C (-9.38, 0.08, -1.73)  -0.376
C (-9.39, -0.17, -3.09)  -0.459
C (-8.20, -0.19, -3.80)  -0.308
C (-7.00, 0.03, -3.15)  -0.549
C (-6.99, 0.27, -1.78)  0.035
C (-8.18, 0.30, -1.07)  -0.544
H (-10.31, 0.10, -1.17)  0.363
H (-10.33, -0.35, -3.60)  0.362
H (-8.21, -0.38, -4.87)  0.365
H (-6.07, 0.01, -3.70)  0.334
H (-6.05, 0.44, -1.27)  0.455
H (-8.17, 0.50, -0.01)  0.361

The total charge is +1. The calculation puts the gap between HOMO and LUMO at 6.22 eV. The calculation puts the LUMO energy at -4.66 eV. Its largest force on an atom is 1.399 eV/A. Its energy is -49943.92727 eV.

---

Entry 2:
The following is a DFT calculation (the ωB97M-V functional and the def2-TZVPD basis) of C27H36FN4O2SbSe4SiTi as an isolated structure.

Last column: Mulliken charge in e.
Element x y z (Å)
Ti (-0.33, -0.42, 0.37)  -0.282
C (-3.71, -2.41, -1.24)  -1.190
N (-2.96, -1.21, -1.55)  1.351
C (-3.84, -0.06, -1.69)  -1.138
C (-2.03, -1.32, -2.61)  -0.514
C (-2.15, -2.26, -3.63)  -0.235
C (-1.17, -2.37, -4.61)  -0.865
C (-0.10, -1.50, -4.61)  -1.225
C (0.01, -0.54, -3.61)  -0.375
C (-0.92, -0.46, -2.58)  -0.511
N (-0.75, 0.37, -1.44)  2.886
C (-0.49, 1.71, -1.65)  -0.031
C (-0.43, 2.34, -2.91)  -1.115
C (-0.05, 3.66, -3.03)  -0.816
C (0.23, 4.44, -1.92)  -1.073
C (0.02, 3.88, -0.66)  -0.207
C (-0.35, 2.55, -0.52)  -0.079
N (-0.74, 2.00, 0.76)  1.714
C (-0.01, 2.55, 1.90)  -1.282
C (-2.18, 2.26, 0.93)  -1.390
H (-4.45, -2.67, -2.01)  0.369
H (-4.23, -2.25, -0.29)  0.263
H (-3.02, -3.25, -1.12)  0.183
H (-4.57, -0.19, -2.51)  0.335
H (-3.25, 0.83, -1.90)  0.126
H (-4.38, 0.09, -0.75)  0.311
H (-2.95, -2.98, -3.60)  0.269
H (-1.23, -3.17, -5.34)  0.417
H (0.68, -1.58, -5.35)  0.339
H (0.88, 0.11, -3.58)  0.568
H (-0.67, 1.76, -3.79)  0.533
H (0.03, 4.09, -4.03)  0.395
H (0.56, 5.47, -2.01)  0.393
H (0.14, 4.49, 0.22)  0.337
H (1.05, 2.57, 1.68)  0.216
H (-0.35, 3.56, 2.16)  0.518
H (-0.17, 1.90, 2.76)  0.080
H (-2.39, 3.33, 0.88)  0.350
H (-2.51, 1.88, 1.90)  0.270
H (-2.75, 1.75, 0.15)  0.208
C (2.98, -0.89, -1.39)  -0.915
Si (2.91, 0.06, 0.21)  0.193
C (3.22, 1.88, -0.23)  -1.095
C (4.41, -0.50, 1.21)  -1.227
N (1.46, -0.06, 1.20)  0.730
C (1.69, -0.16, 2.57)  0.262
C (2.44, 0.80, 3.26)  0.231
C (2.73, 0.73, 4.62)  -0.973
C (2.27, -0.34, 5.37)  -0.598
C (1.51, -1.31, 4.73)  -0.483
C (1.24, -1.21, 3.38)  -0.148
F (0.50, -2.20, 2.85)  -0.382
H (3.76, -0.45, -2.02)  0.410
H (2.05, -0.89, -1.95)  -0.146
H (3.24, -1.94, -1.20)  0.209
H (4.23, 1.99, -0.63)  0.516
H (3.13, 2.52, 0.64)  0.276
H (2.52, 2.25, -0.99)  0.196
H (5.19, -0.84, 0.52)  0.425
H (4.16, -1.32, 1.88)  0.353
H (4.83, 0.31, 1.81)  0.302
H (2.82, 1.64, 2.69)  0.229
H (3.32, 1.52, 5.08)  0.373
H (2.50, -0.42, 6.42)  0.369
H (1.15, -2.19, 5.26)  0.463
C (-2.43, -0.14, 3.97)  -1.024
O (-1.54, -0.25, 2.87)  0.279
C (-2.05, -0.65, 1.61)  0.275
O (-3.25, -0.74, 1.49)  -0.642
H (-1.93, -0.58, 4.84)  0.252
H (-3.36, -0.66, 3.76)  0.313
H (-2.64, 0.91, 4.17)  0.293
Se (-1.29, -5.92, -1.53)  -0.426
Sb (0.86, -4.66, -1.89)  0.378
Se (2.47, -5.72, -0.38)  -0.773
Se (0.30, -7.11, -3.04)  -0.554
Se (0.18, -2.43, -0.31)  -0.048

The calculation puts the energy above the lowest of the compared OMol25 structures with the same formula, charge and spin at 20.37 kcal per mole. The total charge is -2. The calculation puts the gap between HOMO and LUMO at 4.62 eV. The calculation puts the LUMO energy at 3.80 eV. Its largest force on an atom is 1.631 eV/A. Its energy is -340277.52967 eV.

---

Entry 3:
The following is a DFT calculation (the ωB97M-V functional and the def2-TZVPD basis) of C27H36GdN4O6P2SSbSe as an isolated structure.

Last column: Löwdin spin population.
Element x y z (Å)
Gd (1.68, -1.48, 0.02)  7.553
N (5.76, -1.98, 2.62)  0.003
C (4.77, -0.90, 2.19)  0.007
C (5.07, 0.52, 2.70)  0.004
P (3.15, -1.49, 2.61)  0.019
O (3.31, -1.69, 4.20)  0.009
O (2.79, -2.74, 1.75)  0.011
O (2.02, -0.50, 2.17)  0.040
P (5.05, -1.11, 0.34)  0.009
O (6.14, 0.05, -0.02)  0.004
O (5.69, -2.51, 0.23)  0.002
O (3.72, -0.74, -0.31)  0.027
H (5.27, -2.50, 3.40)  0.001
H (6.69, -1.69, 2.92)  0.000
H (5.93, -2.66, 1.78)  0.000
H (5.11, 0.61, 3.80)  0.001
H (4.38, 1.26, 2.27)  0.002
H (6.05, 0.79, 2.34)  0.000
H (2.49, -1.71, 4.76)  0.003
H (6.57, -0.24, -0.85)  0.001
C (-0.31, -4.81, 2.27)  0.002
C (-0.70, -5.35, 0.89)  -0.042
C (-0.13, -4.66, -0.32)  -0.283
N (0.56, -3.52, -0.33)  -0.105
N (1.13, -3.18, -1.54)  0.035
C (0.70, -4.00, -2.50)  -0.185
N (0.94, -3.75, -3.83)  -0.058
S (-0.30, -5.33, -1.92)  -0.238
H (-0.60, -5.58, 3.07)  0.000
H (-0.77, -3.85, 2.51)  0.002
H (0.80, -4.67, 2.36)  0.001
H (-1.80, -5.41, 0.70)  -0.017
H (-0.44, -6.39, 0.81)  -0.013
H (1.41, -2.93, -4.17)  -0.004
H (0.69, -4.38, -4.54)  -0.010
C (1.20, 3.81, -1.52)  0.002
C (-0.05, 4.15, -2.30)  0.007
C (-0.10, 5.37, -3.01)  -0.001
C (-1.31, 6.00, -3.34)  0.008
C (-2.49, 5.29, -3.22)  0.000
C (-2.44, 4.00, -2.74)  0.008
C (-1.26, 3.47, -2.21)  0.010
Sb (-1.57, 1.65, -0.94)  0.044
C (-3.43, 0.79, -1.55)  0.002
C (-4.38, 0.79, -0.51)  0.002
C (-5.44, -0.07, -0.56)  0.000
C (-5.55, -0.98, -1.61)  0.001
C (-4.64, -0.97, -2.65)  -0.001
C (-3.64, 0.06, -2.71)  0.002
C (-2.90, 0.32, -4.04)  0.003
C (-1.45, 1.77, 1.26)  0.029
C (-1.29, 3.12, 1.59)  0.005
C (-1.02, 3.57, 2.90)  0.000
C (-1.01, 2.56, 3.87)  0.003
C (-1.58, 1.31, 3.63)  0.004
C (-1.75, 0.88, 2.30)  0.012
C (-2.49, -0.41, 2.08)  0.010
H (2.01, 4.54, -1.59)  0.000
H (1.56, 2.82, -1.88)  0.001
H (1.00, 3.70, -0.47)  0.001
H (0.82, 5.87, -3.15)  0.000
H (-1.27, 6.97, -3.80)  0.001
H (-3.48, 5.67, -3.47)  0.000
H (-3.33, 3.43, -2.82)  0.000
H (-4.09, 1.47, 0.33)  0.000
H (-6.21, -0.01, 0.16)  0.000
H (-6.36, -1.70, -1.73)  0.000
H (-4.48, -1.81, -3.38)  -0.001
H (-3.38, -0.03, -4.96)  0.000
H (-1.95, -0.24, -3.88)  0.001
H (-2.68, 1.37, -4.02)  0.001
H (-1.36, 3.89, 0.78)  0.001
H (-0.70, 4.58, 3.14)  0.000
H (-0.69, 2.81, 4.90)  0.000
H (-1.80, 0.67, 4.50)  0.000
H (-3.60, -0.33, 2.15)  0.000
H (-2.18, -1.18, 2.83)  0.001
H (-2.27, -0.75, 1.05)  0.006
Se (0.22, 0.27, -1.80)  0.054

Its expectation value of S² is 16.804. The calculation puts the gap between HOMO and LUMO (alpha / beta) at 3.29 / 2.78 eV. The calculation puts the LUMO energy (alpha / beta) at -0.12 / -0.07 eV. Its largest force on an atom is 6.492 eV/A. Its energy is -168961.22807 eV. The spin multiplicity is 8.

---

Among the records above, which one has the highest energy?
C27H36F3N2O5

---

What is the formula in the second record?
C27H36FN4O2SbSe4SiTi

---

The lowest energy belongs to which entry?
C27H36FN4O2SbSe4SiTi